An isolated molecule of C17H12F7N3O in a non-equilibrium geometry, computed with wB97M-V/def2-TZVPD.

XYZ file:
```
40
C17H12F7N3O (wB97M-V/def2-TZVPD)
F -3.338 -3.128 -1.023
F 0.163 -0.752 2.539
F -5.159 -4.639 0.675
F -5.685 -3.162 2.320
F 3.774 4.655 -1.235
F 4.477 2.567 -1.256
F 3.094 3.177 -2.822
N -0.005 2.143 0.985
N 1.916 0.707 -1.760
O -3.536 -3.628 1.795
C 0.545 3.335 1.140
C 1.195 -0.326 -1.376
C 1.666 3.733 0.328
C 0.271 -0.017 -0.300
C 0.536 1.301 0.013
C 2.219 2.913 -0.639
C -1.678 -2.222 2.113
C -1.627 -1.546 -0.572
C -2.541 -2.505 -0.126
C -0.731 -1.289 1.657
C -2.605 -2.783 1.246
C -0.729 -0.932 0.308
N 1.590 1.676 -0.828
C -4.861 -3.446 1.273
C -0.036 4.258 2.190
C 3.397 3.360 -1.511
C 2.626 -2.360 -1.973
C 1.286 -1.616 -2.130
H 2.118 4.696 0.461
H -1.665 -2.439 3.178
H -1.621 -1.325 -1.633
H -4.954 -2.609 0.549
H -0.440 3.628 2.994
H 0.725 5.000 2.583
H -0.856 4.830 1.739
H 3.390 -1.694 -2.361
H 2.870 -2.623 -0.940
H 2.644 -3.298 -2.562
H 1.068 -1.338 -3.179
H 0.497 -2.303 -1.861
```

## Properties
energy above the lowest of the compared OMol25 structures with the same formula, charge and spin = 0.000 eV
orbital gap = 0.3035 Ha
SMILES = CCc1nn2c(C(F)(F)F)cc(C)nc2c1-c1cc(F)c(OC(F)F)cc1F
total charge = 0
spin multiplicity = 1
LUMO = -0.0133 hartree
HOMO energy = -8.6 eV
DFT total energy = -43363.480 eV

***

A cluster of 2 separate species, C2H3N2O2S in total in a non-equilibrium geometry, computed with wB97M-V/def2-TZVPD.

XYZ file:
```
10
C2H3N2O2S (wB97M-V/def2-TZVPD)
C 1.063 -1.264 0.198
C 0.171 -0.311 -0.311
N 1.471 -2.144 0.867
N -1.137 -0.570 -0.227
O 0.825 2.380 -0.685
O -0.775 1.675 1.123
S 0.642 1.577 0.558
H 0.637 -0.169 -2.023
H -1.499 0.302 0.325
H -1.399 -1.476 0.175
```

## Properties
energy above the lowest of the compared OMol25 structures with the same formula, charge and spin = 2.543 eV
orbital gap = 0.2977 Ha
total charge = -1
spin multiplicity = 1
LUMO = 0.1443 hartree
HOMO energy = -4.2 eV
DFT total energy = -20031.110 eV

***

An isolated molecule of C5H10N2O2 in a non-equilibrium geometry, computed with wB97M-V/def2-TZVPD.

XYZ file:
```
19
C5H10N2O2 (wB97M-V/def2-TZVPD)
C 0.536 2.636 0.703
C -0.784 -0.994 1.421
N 0.117 1.260 0.678
C 0.048 -1.472 -1.535
N 1.312 -1.803 -1.177
C -0.443 -0.126 -0.977
C -1.276 -0.274 0.261
O 0.621 0.719 -0.566
O -0.684 -2.170 -2.209
H 1.740 -2.599 -1.624
H 1.903 -1.115 -0.737
H -1.000 0.369 -1.777
H -2.324 -0.006 0.190
H 0.222 3.054 1.659
H 1.630 2.692 0.642
H 0.121 3.227 -0.125
H -0.309 -1.952 1.192
H 0.080 -0.336 1.761
H -1.511 -1.110 2.219
```

## Properties
energy above the lowest of the compared OMol25 structures with the same formula, charge and spin = 5.580 eV
orbital gap (spin up / spin down) = 0.2858 / 0.3294 Ha
total charge = 0
spin multiplicity = 1
LUMO (spin up / spin down) = -0.0010 / 0.0112 hartree
HOMO energy (spin up / spin down) = -7.8 / -8.7 eV
DFT total energy = -12417.893 eV

***

A cluster of 3 separate species, C6H14O2 in total in a non-equilibrium geometry, computed with wB97M-V/def2-TZVPD.

XYZ file:
```
22
C6H14O2 (wB97M-V/def2-TZVPD)
C 0.282 -2.177 0.024
C -0.551 -1.586 -1.050
C -0.555 -0.234 -1.408
C 0.504 0.632 -1.005
C 0.769 1.858 -1.551
C -1.610 -2.491 -1.563
H 0.799 -1.461 0.661
H 1.125 -2.717 -0.436
H -0.304 -2.832 0.661
H -1.413 0.107 -1.965
H 0.906 0.410 -0.025
H 0.051 2.267 -2.253
H 1.505 2.532 -1.137
H -2.558 -2.208 -1.083
H -1.426 -3.527 -1.331
H -1.774 -2.326 -2.631
H 1.495 3.017 2.900
H 2.473 3.661 3.882
O 1.822 3.858 3.202
H -0.296 0.494 1.514
H -0.957 1.699 2.262
O -0.286 1.022 2.332
```

## Properties
energy above the lowest of the compared OMol25 structures with the same formula, charge and spin = 0.814 eV
orbital gap (spin up / spin down) = 0.3139 / 0.2136 Ha
total charge = +1
spin multiplicity = 2
LUMO (spin up / spin down) = -0.1870 / -0.2873 hartree
⟨S²⟩ = 0.78
HOMO energy (spin up / spin down) = -13.6 / -13.6 eV
DFT total energy = -10534.353 eV

***

A cluster of 11 separate species, C72H159N7O11 in total in a non-equilibrium geometry, computed with wB97M-V/def2-TZVPD.

XYZ file:
```
249
C72H159N7O11 (wB97M-V/def2-TZVPD)
O -4.366 -4.891 3.723
H -5.092 -4.301 3.925
H -3.600 -4.318 3.668
C 2.528 -5.575 -5.077
C 2.713 -7.062 -5.177
C 3.997 -7.593 -4.441
C 3.700 -7.592 -2.910
C 2.474 -8.467 -2.595
C 1.198 -8.077 -3.460
N 1.580 -7.908 -4.867
O 0.412 -7.667 -5.637
C 0.221 -9.250 -3.235
C 0.580 -6.775 -2.792
C 3.157 -7.402 -6.587
H 3.125 -4.995 -5.781
H 2.726 -5.228 -4.064
H 1.479 -5.385 -5.304
H 4.295 -8.623 -4.639
H 4.876 -6.954 -4.519
H 3.346 -6.655 -2.480
H 4.522 -7.934 -2.282
H 2.311 -8.374 -1.522
H 2.613 -9.543 -2.695
H 0.489 -10.278 -3.477
H -0.245 -9.259 -2.249
H -0.693 -9.054 -3.796
H -0.377 -6.613 -3.289
H 0.313 -6.914 -1.745
H 1.263 -5.942 -2.955
H 2.550 -6.849 -7.303
H 3.013 -8.461 -6.801
H 4.226 -7.327 -6.785
H 0.256 -8.482 -6.120
C 3.525 -6.721 4.988
C 3.929 -7.551 6.304
C 3.753 -9.007 5.910
C 4.278 -10.019 6.859
C 5.724 -9.745 7.202
C 5.882 -8.345 7.677
N 5.292 -7.331 6.744
O 5.579 -6.005 7.162
C 5.327 -8.339 9.152
C 7.491 -8.073 7.628
C 2.877 -7.161 7.364
H 3.513 -5.641 5.131
H 2.550 -6.946 4.557
H 4.262 -6.956 4.220
H 2.714 -9.235 5.674
H 4.394 -9.229 5.057
H 4.238 -10.979 6.345
H 3.517 -9.976 7.639
H 6.265 -9.863 6.263
H 6.003 -10.529 7.906
H 4.376 -8.848 9.314
H 6.161 -8.735 9.732
H 5.219 -7.335 9.563
H 8.074 -8.834 8.148
H 7.955 -7.953 6.649
H 7.691 -7.116 8.110
H 2.899 -7.579 8.370
H 1.857 -7.179 6.979
H 3.005 -6.119 7.656
H 6.395 -5.763 6.717
C 10.667 2.371 -3.005
C 9.790 1.984 -4.122
C 10.776 1.954 -5.389
C 10.324 0.921 -6.441
C 10.210 -0.488 -5.741
C 9.072 -0.592 -4.714
N 9.198 0.635 -3.830
O 8.242 0.654 -2.751
C 7.798 -0.618 -5.400
C 9.239 -1.923 -3.883
C 8.643 3.030 -4.306
H 11.112 3.345 -3.206
H 11.553 1.761 -2.826
H 10.023 2.299 -2.129
H 10.736 2.911 -5.909
H 11.827 1.793 -5.149
H 11.147 0.881 -7.155
H 9.431 1.198 -7.000
H 11.185 -0.771 -5.346
H 10.050 -1.311 -6.439
H 7.722 0.247 -6.060
H 7.747 -1.529 -5.996
H 6.862 -0.502 -4.854
H 8.278 -2.130 -3.413
H 9.668 -2.706 -4.509
H 9.889 -1.658 -3.049
H 8.135 2.730 -5.222
H 8.813 4.100 -4.426
H 7.945 3.042 -3.469
H 8.795 0.395 -2.011
C -0.230 -1.526 1.718
C 0.663 -0.587 0.870
C 1.839 -1.477 0.266
C 2.735 -0.686 -0.647
C 1.954 0.109 -1.706
C 0.599 0.818 -1.251
N -0.124 0.034 -0.261
O -1.420 0.506 0.065
C 0.843 2.324 -0.873
C -0.316 0.877 -2.491
C 1.330 0.476 1.793
H 0.390 -2.312 2.150
H -0.984 -1.971 1.069
H -0.788 -0.997 2.490
H 2.594 -1.687 1.023
H 1.485 -2.430 -0.126
H 3.266 -1.458 -1.203
H 3.521 -0.234 -0.042
H 1.829 -0.429 -2.645
H 2.733 0.802 -2.023
H 0.999 3.010 -1.705
H -0.139 2.650 -0.529
H 1.511 2.598 -0.056
H -0.708 -0.115 -2.714
H -1.201 1.479 -2.284
H 0.123 1.270 -3.408
H 2.232 0.928 1.382
H 1.667 0.131 2.771
H 0.731 1.367 1.985
H -1.985 -0.167 -0.322
C -10.353 1.137 -0.456
C -10.128 -0.334 -0.277
C -11.219 -1.087 -1.168
C -10.854 -1.270 -2.567
C -9.716 -2.244 -2.663
C -8.375 -1.557 -1.930
N -8.746 -0.786 -0.680
O -7.672 -0.137 0.051
C -7.511 -2.687 -1.338
C -7.731 -0.654 -2.889
C -10.367 -0.637 1.198
H -11.388 1.373 -0.207
H -10.217 1.405 -1.504
H -9.770 1.806 0.176
H -11.477 -1.982 -0.602
H -12.115 -0.466 -1.147
H -10.525 -0.320 -2.989
H -11.624 -1.642 -3.243
H -9.513 -2.392 -3.723
H -9.921 -3.226 -2.237
H -8.124 -3.323 -0.698
H -7.150 -3.384 -2.094
H -6.595 -2.335 -0.864
H -8.335 0.116 -3.370
H -6.984 -0.129 -2.293
H -7.161 -1.179 -3.655
H -11.334 -0.452 1.666
H -9.618 -0.136 1.810
H -10.303 -1.686 1.487
H -7.585 0.649 -0.494
C -7.597 4.850 5.618
C -6.359 4.729 6.520
C -6.146 3.186 6.741
C -5.704 2.437 5.449
C -4.513 3.069 4.872
C -4.434 4.683 4.688
N -5.081 5.269 5.939
O -5.229 6.597 5.871
C -2.995 5.066 4.484
C -5.067 4.939 3.328
C -6.425 5.341 7.951
H -8.551 4.554 6.053
H -7.349 4.388 4.662
H -7.619 5.903 5.336
H -5.430 3.060 7.553
H -7.024 2.719 7.186
H -6.515 2.367 4.724
H -5.528 1.379 5.639
H -4.436 2.519 3.934
H -3.622 2.701 5.380
H -2.628 4.543 3.601
H -2.864 6.126 4.267
H -2.442 4.682 5.342
H -4.517 4.640 2.436
H -6.022 4.430 3.200
H -5.204 6.017 3.234
H -5.427 5.505 8.356
H -6.946 4.636 8.599
H -7.046 6.236 7.992
H -4.906 6.864 6.735
C -5.820 10.358 -4.743
C -4.608 9.546 -5.404
C -3.524 9.459 -4.312
C -3.915 8.340 -3.333
C -3.993 7.001 -4.094
C -5.236 7.036 -5.185
N -5.036 8.213 -5.986
O -6.067 8.368 -6.945
C -5.102 5.766 -6.075
C -6.656 7.031 -4.474
C -3.993 10.428 -6.593
H -6.691 10.347 -5.399
H -5.670 11.434 -4.655
H -6.008 9.884 -3.780
H -2.529 9.249 -4.705
H -3.442 10.410 -3.786
H -4.775 8.539 -2.693
H -3.116 8.102 -2.630
H -4.220 6.272 -3.316
H -3.031 6.636 -4.453
H -5.335 4.840 -5.549
H -5.730 5.762 -6.966
H -4.080 5.838 -6.449
H -7.432 6.790 -5.200
H -6.681 6.227 -3.738
H -7.022 7.997 -4.125
H -3.044 10.127 -7.037
H -3.986 11.463 -6.252
H -4.768 10.596 -7.341
H -5.601 8.243 -7.775
C 2.764 6.531 -5.931
C 3.797 7.561 -6.470
C 3.227 8.953 -6.891
O 4.765 7.864 -5.461
H 2.252 6.921 -5.051
H 3.253 5.686 -5.447
H 2.093 6.184 -6.717
H 4.395 7.278 -7.336
H 2.610 8.720 -7.759
H 4.115 9.480 -7.239
H 2.691 9.534 -6.140
H 5.438 8.443 -5.828
C -2.001 -4.569 10.139
C -2.876 -3.465 9.439
C -2.196 -2.947 8.186
O -4.201 -3.902 9.210
H -2.304 -5.549 9.770
H -2.140 -4.522 11.219
H -0.944 -4.421 9.920
H -2.781 -2.593 10.086
H -2.854 -2.158 7.823
H -2.106 -3.770 7.478
H -1.196 -2.516 8.244
H -4.219 -4.771 8.802
C 5.425 4.046 3.867
C 6.613 3.935 2.889
C 6.797 5.249 2.032
O 7.802 3.766 3.662
H 4.632 4.576 3.340
H 5.610 4.679 4.736
H 5.157 3.034 4.170
H 6.458 2.973 2.400
H 7.843 5.205 1.728
H 6.763 6.269 2.417
H 6.153 5.136 1.160
H 7.947 4.507 4.255
```

## Properties
orbital gap = 0.2972 Ha
SMILES = CC1(C)CCCC(C)(C)N1O.CC1(C)CCCC(C)(C)N1O.CC1(C)CCCC(C)(C)N1O.CC1(C)CCCC(C)(C)N1O.CC1(C)CCCC(C)(C)N1O.CC1(C)CCCC(C)(C)N1O.CC1(C)CCCC(C)(C)N1O.CC(C)O.CC(C)O.CC(C)O.O
total charge = 0
spin multiplicity = 1
LUMO = 0.0040 hartree
HOMO energy = -8.0 eV
DFT total energy = -110178.715 eV

***

A structure of composition C18H48N2O3PtSi4 in a non-equilibrium geometry, computed with wB97M-V/def2-TZVPD.

XYZ file:
```
76
C18H48N2O3PtSi4 (wB97M-V/def2-TZVPD)
Pt 0.245 0.463 0.006
C -0.058 3.557 -0.096
O 0.091 2.385 0.731
Si -0.360 2.069 2.317
C 0.485 3.022 3.630
C -2.175 2.179 2.554
C 0.306 0.320 1.990
Si 2.265 0.204 2.312
C 3.029 -1.361 1.693
C 3.085 1.587 1.362
C 2.433 0.279 4.153
Si -0.748 -1.246 2.401
C -2.094 -1.361 1.111
C 0.225 -2.811 2.279
C -1.482 -1.044 4.090
H 0.184 4.423 0.518
H -1.074 3.629 -0.476
H 0.651 3.490 -0.915
H 0.031 4.018 3.688
H 1.554 3.153 3.467
H 0.337 2.552 4.605
H -2.499 3.188 2.272
H -2.404 2.055 3.614
H -2.770 1.465 1.986
H 2.701 -1.641 0.693
H 2.875 -2.218 2.347
H 4.104 -1.162 1.652
H 2.852 1.533 0.294
H 4.170 1.479 1.447
H 2.827 2.593 1.698
H 1.708 -0.373 4.646
H 2.336 1.277 4.576
H 3.431 -0.102 4.386
H -1.713 -1.668 0.134
H -2.658 -0.444 0.990
H -2.782 -2.146 1.444
H 0.759 -2.903 1.331
H -0.496 -3.632 2.337
H 0.940 -2.949 3.091
H -2.246 -0.266 4.128
H -0.719 -0.812 4.838
H -1.956 -1.982 4.392
C 0.340 1.365 -3.173
N -1.019 0.819 -3.275
C -1.495 0.513 -4.634
C -1.757 0.715 -2.168
O -1.257 1.207 -1.052
N -3.017 0.255 -2.169
C -3.979 0.701 -1.152
C -3.581 -0.743 -3.088
H 0.726 1.516 -4.174
H 1.011 0.683 -2.652
H 0.328 2.315 -2.645
H -0.901 1.099 -5.327
H -2.532 0.805 -4.752
H -1.372 -0.540 -4.875
H -3.552 1.473 -0.524
H -4.295 -0.143 -0.543
H -4.851 1.097 -1.672
H -2.808 -1.389 -3.489
H -4.148 -0.283 -3.895
H -4.262 -1.354 -2.499
C 3.201 -1.089 -2.979
Si 1.726 -1.913 -2.243
C 0.495 -2.305 -3.561
C 2.228 -3.452 -1.362
O 0.975 -0.788 -1.154
H 3.579 -1.735 -3.776
H 4.005 -0.953 -2.251
H 2.996 -0.113 -3.425
H 0.908 -3.096 -4.192
H 0.317 -1.435 -4.197
H -0.469 -2.660 -3.185
H 2.523 -4.158 -2.144
H 1.450 -3.932 -0.765
H 3.093 -3.279 -0.721
```

## Properties
energy above the lowest of the compared OMol25 structures with the same formula, charge and spin = 1.565 eV
orbital gap = 0.2402 Ha
total charge = +2
spin multiplicity = 1
LUMO = -0.3206 hartree
HOMO energy = -15.3 eV
DFT total energy = -63312.726 eV

***

A cluster of 2 separate species, C9H14 in total in a non-equilibrium geometry, computed with wB97M-V/def2-TZVPD.

XYZ file:
```
23
C9H14 (wB97M-V/def2-TZVPD)
C 1.455 1.057 3.020
C 1.853 1.531 0.612
C 0.950 1.109 1.647
C 1.376 1.924 -0.607
C -0.047 1.844 -0.849
C -0.402 0.885 1.330
C -0.866 1.199 0.090
H 2.945 1.173 0.636
H 2.011 1.871 -1.506
H 1.083 0.217 3.593
H 1.094 1.961 3.506
H -0.374 2.093 -1.853
H -1.190 0.238 1.906
H -1.933 0.939 -0.193
H 2.653 0.996 3.080
C -1.258 -2.909 -1.277
C -1.385 -1.799 -2.326
H -1.546 -2.498 -0.279
H -2.071 -3.719 -1.421
H -0.347 -3.484 -1.127
H -0.617 -0.982 -2.116
H -2.290 -1.394 -2.512
H -1.091 -2.252 -3.356
```

## Properties
energy above the lowest of the compared OMol25 structures with the same formula, charge and spin = 1.878 eV
orbital gap = 0.3556 Ha
SMILES = Cc1ccccc1.CC
total charge = 0
spin multiplicity = 1
LUMO = 0.0353 hartree
HOMO energy = -8.7 eV
DFT total energy = -9558.303 eV

***

An isolated molecule of C7H9NO2S in a non-equilibrium geometry, computed with wB97M-V/def2-TZVPD.

XYZ file:
```
20
C7H9NO2S (wB97M-V/def2-TZVPD)
C -1.919 -2.096 1.063
C -2.269 -0.781 0.763
C -0.542 -2.352 1.223
C -1.321 0.177 0.555
C 0.447 -1.353 1.170
C 0.064 -0.111 0.674
C 0.490 1.776 -2.021
N 2.678 0.051 0.749
O 0.968 2.801 -2.856
O 1.420 0.996 -1.472
S 1.501 0.977 0.365
H -2.727 -2.810 1.052
H -3.259 -0.389 0.739
H -0.188 -3.260 1.711
H -1.735 1.047 0.145
H 1.475 -1.601 1.363
H -0.287 1.154 -2.690
H 1.857 3.170 -2.464
H -0.200 2.041 -1.150
H 3.544 0.563 1.079
```

## Properties
energy above the lowest of the compared OMol25 structures with the same formula, charge and spin = 3.152 eV
orbital gap = 0.3508 Ha
total charge = 0
spin multiplicity = 1
LUMO = 0.0036 hartree
HOMO energy = -9.4 eV
DFT total energy = -23821.813 eV

***

A cluster of 2 separate species, CH2IP in total in a non-equilibrium geometry, computed with wB97M-V/def2-TZVPD.

XYZ file:
```
5
CH2IP (wB97M-V/def2-TZVPD)
C 3.854 -0.592 2.417
P 3.958 -1.401 1.095
I -2.678 -0.300 -0.192
H -3.760 -0.576 -1.449
H 3.675 0.068 3.131
```

## Properties
energy above the lowest of the compared OMol25 structures with the same formula, charge and spin = 3.015 eV
orbital gap (spin up / spin down) = 0.2491 / 0.2665 Ha
total charge = 0
spin multiplicity = 3
LUMO (spin up / spin down) = 0.0102 / -0.1049 hartree
⟨S²⟩ = 2.01
HOMO energy (spin up / spin down) = -6.5 / -10.1 eV
DFT total energy = -18452.786 eV

***

The ion C6H15BrN with charge +1 in a non-equilibrium geometry, computed with wB97M-V/def2-TZVPD.

XYZ file:
```
23
C6H15BrN (wB97M-V/def2-TZVPD)
C 0.182 -1.334 1.419
C 1.751 -0.103 -0.242
C -0.669 1.674 1.042
C -0.647 1.244 -1.352
C 0.352 -0.636 0.017
C -0.864 0.659 0.006
N -0.038 -1.710 -0.890
Br -2.692 -0.260 0.042
H 0.781 -2.244 1.539
H -0.842 -1.546 1.510
H 0.437 -0.633 2.238
H 2.057 0.247 0.783
H 2.378 -0.926 -0.444
H 1.933 0.666 -1.006
H -1.209 1.628 1.985
H -1.060 2.674 0.664
H 0.412 1.923 1.058
H -1.478 2.032 -1.510
H 0.265 1.924 -1.375
H -0.714 0.544 -2.125
H 0.297 -2.679 -0.629
H 0.481 -1.485 -1.816
H -1.115 -1.656 -0.912
```

## Properties
energy above the lowest of the compared OMol25 structures with the same formula, charge and spin = 1.544 eV
orbital gap = 0.4030 Ha
SMILES = CC(C)([NH3+])C(C)(C)Br
total charge = +1
spin multiplicity = 1
LUMO = -0.1226 hartree
HOMO energy = -14.3 eV
DFT total energy = -77990.409 eV